(1)
Entry from the OMol25 dataset: one molecule with the formula C2H5N5O (wB97M-V/def2-TZVPD).

The calculation puts the LUMO energy at 0.643 eV. As for the structure (SMILES): [H]/N=c1\[nH]c(=O)[nH]n1N.

Element x y z (Å)
1 H -2.2471 -1.7271 0.6421
2 H -2.3560 -1.0070 -0.7847
3 C -0.7575 0.7446 0.0849
4 N -1.6499 -1.5090 -0.1593
5 N -0.6191 -0.6618 0.2412
6 N -1.9170 1.3686 0.0450
7 C 1.4223 0.0729 -0.0907
8 N 0.5663 1.1805 -0.1874
9 H -1.8738 2.3991 0.0483
10 H 0.7889 1.9845 0.3028
11 O 2.6356 -0.0071 0.0463
12 N 0.6867 -1.0756 -0.0999
13 H 1.1450 -1.6164 0.5781

(2)
Entry from the OMol25 dataset: a 2-piece molecular cluster, C2H5N5O2 overall (wB97M-V/def2-TZVPD).

The calculation puts the LUMO energy at -0.850 eV.

Element x y z (Å)
1 H -1.4624 -2.1003 -0.5828
2 C -0.6668 -0.3461 -0.9088
3 O 1.2069 3.7862 1.9878
4 N 1.0946 2.7256 -0.0923
5 H 0.5659 2.1824 -0.6511
6 H -0.0720 -3.2260 1.3283
7 H -1.6564 0.9920 -1.7090
8 N 0.5104 -0.6751 -0.1911
9 H 1.4460 -1.7679 1.0305
10 N -0.8051 0.8989 -1.0482
11 C 1.0580 3.1966 0.9994
12 N 0.6424 -1.7314 0.5157
13 O -1.6091 -1.2616 -1.1886
14 N -0.2525 -2.6734 0.5103

(3)
Entry from the OMol25 dataset: C2H5N5S as an isolated structure (wB97M-V/def2-TZVPD).

The calculation puts the LUMO energy at 0.051 eV.

Element x y z (Å)
1 H 3.4412 -0.3119 -0.6390
2 H 0.5287 -1.5429 2.0116
3 N 0.4578 -0.5175 -0.2180
4 S 0.5583 -1.9821 0.6263
5 N 0.5977 1.1405 -1.4916
6 N -0.8983 0.1205 -0.2968
7 C 1.3543 0.1229 -0.8740
8 N 2.5759 -0.0092 -1.3511
9 C -1.7724 0.3984 0.7650
10 H -2.3306 1.3590 0.1354
11 N -0.5909 1.2610 -1.1369
12 H -1.2375 0.6250 1.7747
13 H -2.6841 -0.6636 0.6944

(4)
Entry from the OMol25 dataset: one molecule with the formula C2H5N5S (wB97M-V/def2-TZVPD).

The calculation puts the LUMO energy at 0.506 eV. As for the structure (SMILES): [H]/N=c1\nc(S)[nH]n1N.

Element x y z (Å)
1 N -0.8292 1.1374 -0.0448
2 C -1.4564 -0.0208 0.0395
3 C 0.4846 0.7899 0.1666
4 S -3.1658 -0.0827 -0.1538
5 H -3.2746 1.2011 -0.0859
6 H 2.3904 -1.7518 0.1086
7 H 1.5196 2.3666 -0.2675
8 H -1.0525 -1.7532 1.0206
9 H 2.1681 -0.3063 -0.8927
10 N 1.5846 1.4258 0.0441
11 N -0.6548 -1.1109 0.2051
12 N 0.6163 -0.6171 0.3708
13 N 1.6697 -1.2780 -0.5105

(5)
Entry from the OMol25 dataset: a 2-piece molecular cluster, C2H5N7O2 overall (wB97M-V/def2-TZVPD).

The calculation puts the LUMO energy at 0.498 eV. As for the structure (SMILES): N=C=NN[N+](=O)[O-].N=C=NN.

Element x y z (Å)
1 O -2.1554 1.2457 1.1089
2 H 1.0579 -2.6546 -0.8809
3 N -2.2189 -0.1818 -0.5569
4 H -3.0836 0.1363 -0.7488
5 C 1.4243 0.6446 -0.4761
6 C -0.7779 -1.8815 -0.7282
7 N -1.7571 -1.2844 -1.2046
8 N 2.1655 1.8215 1.4692
9 O -0.7866 -0.4416 1.0731
10 N 0.8760 0.1561 -1.4561
11 N 1.8984 0.7977 0.5928
12 H 2.2247 1.4589 2.3931
13 N -1.6555 0.2454 0.5896
14 H 1.2383 0.0309 -2.3018
15 H 1.4788 2.6367 1.6666
16 N 0.0713 -2.7299 -0.5399

(6)
Entry from the OMol25 dataset: one molecule with the formula C2H5NO (wB97M-V/def2-TZVPD).

The calculation puts the LUMO energy at 1.035 eV. As for the structure (SMILES): [H]/N=C/OC.

Element x y z (Å)
1 H -1.2269 -1.0704 -1.3286
2 H -1.2305 -2.2606 0.6748
3 H 1.7774 1.2287 -0.3261
4 H 0.8782 0.6936 1.1374
5 N -0.6557 -1.4309 0.6467
6 C 0.8023 1.1425 0.1534
7 H 0.3375 2.1300 0.1972
8 C -0.6607 -0.7796 -0.4271
9 O -0.0216 0.3468 -0.7278

(7)
Entry from the OMol25 dataset: a 2-piece molecular cluster, C2H5NO overall (wB97M-V/def2-TZVPD).

The calculation puts the LUMO energy (alpha / beta) at 0.078 / -0.422 eV.

Element x y z (Å)
1 H 1.6053 0.3762 0.1958
2 C -0.3960 -0.4228 0.6135
3 H -1.3696 -0.0167 1.0745
4 N 0.4165 0.3443 -2.1643
5 H 0.2985 1.5644 0.8798
6 H 0.0891 -1.3000 1.1118
7 O -0.4290 -0.4499 -2.0801
8 C 0.6232 0.6263 0.6968
9 H -0.8380 -0.7219 -0.3278

(8)
Entry from the OMol25 dataset: one molecule with the formula C2H5NO (wB97M-V/def2-TZVPD).

The calculation puts the LUMO energy at 0.791 eV. As for the structure (SMILES): NCC=O.

Element x y z (Å)
1 O -1.5897 1.4610 -0.0924
2 H 0.7768 1.0416 0.3245
3 H 0.8713 -0.1777 -1.5622
4 H 0.6154 -0.4340 1.2551
5 H -1.8976 -0.3497 0.6971
6 H 1.5033 -1.2613 -0.5487
7 C 0.2453 0.0728 0.3656
8 N 0.6452 -0.7760 -0.7792
9 C -1.1701 0.4233 0.3403

In kcal/mol, the energy relative to the best compared isomer or geometry (same formula, charge and spin) values for the records above are, in order, 22.77 48.86 128.35 31.06 23.85 33.18 130.17 32.46.
In hartree, the calculated total energy values for the records above are, in order, -428.1868 -503.3712 -750.9372 -751.0922 -612.7171 -209.1694 -209.0149 -209.1706.